No. 1
This record from OMol25 describes 9 unconnected molecules or ions with the total composition C37H68Cl4N7O2 at a distorted geometry. The level of theory is wB97M-V/def2-TZVPD.

```
! wB97M-V def2-TZVPD RIJCOSX def2/J DEFGRID3
* xyz -1 1
C 3.54 4.07 12.69
C 2.92 5.45 12.75
O 3.60 6.45 13.07
O 1.72 5.55 12.41
H 4.51 4.02 13.19
H 3.71 3.79 11.65
H 2.90 3.25 13.04
C -1.43 9.27 16.40
C -0.94 7.86 16.56
N -0.96 7.16 15.24
C -2.18 7.39 14.46
C -2.24 6.76 13.05
C -0.71 5.72 15.36
C 0.64 5.44 16.03
H -1.28 9.70 17.38
H -2.48 9.37 16.10
H -0.89 9.83 15.64
H 0.07 7.93 16.94
H -1.56 7.37 17.31
H -3.10 7.26 15.04
H -2.07 8.46 14.25
H -3.03 7.18 12.42
H -1.34 6.80 12.44
H -2.45 5.70 13.21
H -0.79 5.13 14.44
H -1.51 5.45 16.04
H 0.89 5.91 16.98
H 1.50 5.51 15.37
H 0.59 4.40 16.37
C 3.61 7.69 16.24
C 3.32 9.18 16.70
N 3.38 10.02 15.51
C 2.93 11.38 15.88
C 1.46 11.53 16.27
C 4.62 10.02 14.74
C 4.40 10.74 13.37
H 3.06 7.33 15.37
H 3.45 6.94 17.02
H 4.65 7.45 16.06
H 2.34 9.19 17.18
H 3.98 9.48 17.52
H 3.42 11.69 16.81
H 3.23 12.10 15.13
H 1.37 12.59 16.52
H 0.77 11.33 15.44
H 1.07 10.91 17.08
H 5.00 9.05 14.43
H 5.48 10.43 15.28
H 3.40 10.54 12.97
H 5.17 10.46 12.66
H 4.47 11.82 13.50
C 6.22 1.18 13.47
C 7.43 0.29 13.82
N 7.05 -1.13 13.76
C 8.26 -1.96 13.77
C 9.07 -2.06 15.06
C 6.14 -1.48 14.86
C 5.68 -2.98 14.75
H 5.52 0.59 12.87
H 6.52 2.02 12.83
H 5.66 1.42 14.37
H 8.26 0.58 13.19
H 7.83 0.44 14.83
H 8.98 -1.49 13.09
H 8.07 -2.97 13.42
H 10.05 -2.47 14.80
H 8.62 -2.69 15.83
H 9.25 -1.10 15.56
H 6.66 -1.39 15.82
H 5.28 -0.82 14.90
H 6.50 -3.64 15.05
H 4.77 -3.28 15.27
H 5.41 -3.19 13.72
C 5.77 3.20 9.00
Cl 5.50 1.77 10.02
Cl 4.90 4.69 9.58
Cl 7.55 3.61 9.01
Cl 5.31 2.91 7.32
N 0.19 3.73 10.72
C 0.76 3.06 9.67
C -0.14 2.13 9.28
C -1.26 2.26 10.09
C -1.08 3.32 10.96
H 0.61 4.54 11.17
H 1.72 3.33 9.27
H 0.05 1.43 8.48
H -2.13 1.62 10.05
H -1.72 3.85 11.64
N 0.60 9.53 9.63
C 1.75 8.87 9.43
C 1.59 7.53 9.64
C 0.30 7.33 10.10
C -0.27 8.60 10.05
H 0.48 10.53 9.59
H 2.64 9.41 9.14
H 2.26 6.69 9.53
H -0.19 6.42 10.41
H -1.29 8.82 10.33
N 0.83 0.47 11.62
C 2.18 0.53 12.00
C 2.45 -0.46 12.90
C 1.18 -1.00 13.17
C 0.17 -0.48 12.36
H 0.46 1.03 10.87
H 2.83 1.26 11.53
H 3.42 -0.76 13.26
H 0.94 -1.80 13.86
H -0.88 -0.67 12.14
N 6.61 6.09 12.96
C 7.60 6.91 13.46
C 8.88 6.57 12.99
C 8.62 5.53 12.05
C 7.25 5.22 12.10
H 5.61 6.14 13.06
H 7.24 7.64 14.18
H 9.85 6.99 13.19
H 9.34 4.94 11.51
H 6.57 4.49 11.68
*
```

The value obtained for the LUMO energy is 2.0 eV. The value obtained for the HOMO-LUMO gap is 7.46 eV. Its calculated total energy is -104085.665 eV.

No. 2
This record from OMol25 describes a gas-phase ion, C4H6NO2 (charge -1) at a distorted geometry. The level of theory is wB97M-V/def2-TZVPD.

```
! wB97M-V def2-TZVPD RIJCOSX def2/J DEFGRID3
* xyz -1 1
O -0.14 0.90 -2.68
C -0.79 0.77 -1.55
C -0.43 -0.11 -0.54
C 1.01 -0.69 -0.53
N 1.46 -0.36 0.81
O 0.23 -0.52 1.64
C -1.02 -0.24 0.83
H -1.76 1.21 -1.42
H 1.10 -1.72 -0.65
H 1.54 0.07 -1.21
H 1.74 0.67 1.03
H -1.70 -1.19 1.14
H -1.53 0.79 1.27
*
```

The value obtained for the LUMO energy is 4.2 eV. Its SMILES is [O-]/C=C1\CNOC1. The value obtained for the HOMO-LUMO gap is 6.74 eV. Its calculated total energy is -9827.441 eV. Its energy relative to the best compared isomer or geometry (same formula, charge and spin) is 4.242 eV.

No. 3
This record from OMol25 describes a single C14H19NO3 molecule. The level of theory is wB97M-V/def2-TZVPD.

```
! wB97M-V def2-TZVPD RIJCOSX def2/J DEFGRID3
* xyz 0 1
O 2.66 -2.17 -2.74
C 2.14 -1.46 -1.92
O 2.77 -0.41 -1.41
C 0.73 -1.71 -1.39
C 0.75 -2.55 -0.11
C 1.55 -1.91 1.03
C 1.03 -0.53 1.36
O 1.33 0.45 0.69
N 0.20 -0.45 2.41
C -0.41 0.78 2.86
C -1.95 0.73 2.75
C -2.51 1.80 1.81
C -2.05 1.59 0.40
C -2.61 0.58 -0.37
C -2.19 0.37 -1.67
C -1.19 1.16 -2.22
C -0.62 2.17 -1.46
C -1.05 2.38 -0.16
H 2.25 0.05 -0.70
H 0.18 -2.25 -2.16
H 0.24 -0.75 -1.21
H -0.28 -2.71 0.21
H 1.19 -3.53 -0.34
H 1.49 -2.56 1.91
H 2.60 -1.83 0.74
H -0.02 -1.29 2.92
H -0.10 0.97 3.89
H -0.01 1.56 2.21
H -2.39 0.86 3.74
H -2.25 -0.26 2.38
H -2.20 2.79 2.17
H -3.60 1.76 1.85
H -3.39 -0.04 0.04
H -2.64 -0.42 -2.26
H -0.85 0.99 -3.23
H 0.16 2.78 -1.87
H -0.61 3.18 0.42
*
```

The value obtained for the LUMO energy is 0.5 eV. Its SMILES is O=C(O)CCCC(=O)NCCCc1ccccc1. The value obtained for the HOMO-LUMO gap is 9.78 eV. Its calculated total energy is -22460.454 eV. Its energy relative to the best compared isomer or geometry (same formula, charge and spin) is 0.084 eV.

No. 4
This record from OMol25 describes 2 unconnected molecules or ions with the total composition C4H8NO at a distorted geometry. The level of theory is wB97M-V/def2-TZVPD.

```
! wB97M-V def2-TZVPD RIJCOSX def2/J DEFGRID3
* xyz 1 1
C 0.58 -0.80 1.00
C -0.98 -1.18 0.89
C 0.12 0.51 0.44
C 1.41 0.99 -1.78
N -1.33 0.15 0.40
O 1.57 -1.38 1.32
H -1.10 -1.99 0.08
H -1.56 -1.55 1.73
H 0.49 1.38 1.12
H 2.38 0.56 -1.56
H 1.27 2.06 -1.84
H 0.75 0.45 -2.41
H -1.70 0.22 -0.47
H -1.91 0.58 1.07
*
```

The value obtained for the LUMO energy (spin up / spin down) is -5.5 / -6.0 eV. The value obtained for the HOMO-LUMO gap (spin up / spin down) is 8.37 / 7.72 eV. Its calculated total energy is -7803.259 eV. Its energy relative to the best compared isomer or geometry (same formula, charge and spin) is 4.843 eV.

No. 5
This record from OMol25 describes 2 unconnected molecules or ions with the total composition C2H5N5O at a distorted geometry. The level of theory is wB97M-V/def2-TZVPD.

```
! wB97M-V def2-TZVPD RIJCOSX def2/J DEFGRID3
* xyz 0 1
C -0.79 -1.35 0.24
C 1.14 -0.39 -0.13
H 0.30 2.70 -0.35
H 1.49 1.58 0.75
H -3.15 0.33 0.56
H -1.67 -2.11 0.83
H 2.90 -0.99 -0.27
N 0.42 1.90 0.49
N 0.23 0.59 -0.31
N -1.10 -0.03 0.16
N 0.41 -1.58 0.10
N 2.37 -0.07 -0.21
O -2.28 0.41 -0.47
*
```

The value obtained for the LUMO energy is -0.5 eV. The value obtained for the HOMO-LUMO gap is 8.27 eV. Its calculated total energy is -11645.327 eV. Its energy relative to the best compared isomer or geometry (same formula, charge and spin) is 7.218 eV.

No. 6
This record from OMol25 describes a molecular structure, C15H13BrClIO7Pt at a distorted geometry. The level of theory is wB97M-V/def2-TZVPD.

```
! wB97M-V def2-TZVPD RIJCOSX def2/J DEFGRID3
* xyz 0 1
Pt 1.89 1.14 -0.31
C -2.96 -4.17 -1.83
O -3.29 -3.01 -2.58
C -2.52 -1.91 -2.41
C -2.92 -0.79 -3.20
C -2.22 0.35 -3.12
C -1.08 0.51 -2.25
C -0.40 1.73 -2.23
C -0.74 2.90 -3.12
O 0.59 2.08 -1.48
C -0.68 -0.64 -1.44
O 0.29 -0.62 -0.66
C -1.45 -1.85 -1.57
H -3.70 -4.92 -2.11
H -3.02 -3.97 -0.76
H -1.96 -4.52 -2.09
H -3.78 -0.89 -3.84
H -2.55 1.18 -3.72
H -1.63 2.78 -3.72
H 0.11 3.05 -3.79
H -0.83 3.79 -2.51
H -1.12 -2.68 -0.96
O 3.83 -1.42 -0.74
Cl 4.26 -0.08 -0.65
O 5.65 0.09 -0.59
O 3.64 0.58 0.62
O 3.63 0.77 -1.71
Br -0.99 3.27 4.46
C 0.24 1.84 4.45
C 0.54 1.21 5.65
C 1.45 0.17 5.67
C 2.04 -0.27 4.50
C 1.75 0.36 3.29
C 0.85 1.41 3.27
I 0.39 2.35 1.46
H 0.07 1.55 6.56
H 1.68 -0.32 6.61
H 2.75 -1.09 4.51
H 2.21 0.01 2.38
*
```

The value obtained for the LUMO energy is -0.8 eV. The value obtained for the HOMO-LUMO gap is 7.14 eV. Its calculated total energy is -124000.476 eV. Its energy relative to the best compared isomer or geometry (same formula, charge and spin) is 1.706 eV.

No. 7
This record from OMol25 describes a single C6H10O molecule at a distorted geometry. The level of theory is wB97M-V/def2-TZVPD.

```
! wB97M-V def2-TZVPD RIJCOSX def2/J DEFGRID3
* xyz 0 1
C -0.25 -1.66 -0.34
C -1.30 -0.79 -0.27
C -1.23 0.42 0.57
C -0.32 1.24 -0.33
C 1.05 0.90 -0.50
C 1.63 -0.17 0.11
O 1.74 -0.02 1.46
H -0.01 -2.24 0.55
H -0.23 -2.28 -1.23
H -2.15 -0.98 -0.93
H -2.21 0.89 0.70
H -0.78 0.24 1.55
H -0.76 0.89 -1.34
H -0.53 2.30 -0.30
H 1.50 0.92 -1.48
H 2.53 -0.59 -0.34
H 1.76 0.93 1.69
*
```

The value obtained for the LUMO energy is 0.7 eV. Its SMILES is C=CCC/C=C\O. The value obtained for the HOMO-LUMO gap is 8.49 eV. Its calculated total energy is -8426.890 eV. Its energy relative to the best compared isomer or geometry (same formula, charge and spin) is 4.350 eV.

No. 8
This record from OMol25 describes 10 unconnected molecules or ions with the total composition C40H105N5O15 at a distorted geometry. The level of theory is wB97M-V/def2-TZVPD.

```
! wB97M-V def2-TZVPD RIJCOSX def2/J DEFGRID3
* xyz 0 1
C 1.29 3.84 4.58
O 1.08 2.63 5.27
C 1.19 2.65 6.66
C 1.53 1.24 7.14
N 2.86 0.93 6.76
C 3.27 -0.43 6.94
C 3.71 -0.69 8.40
O 3.79 -2.06 8.60
C 4.38 -2.36 9.84
H 0.95 3.69 3.57
H 2.38 4.01 4.58
H 0.82 4.68 5.05
H 0.20 2.91 7.04
H 1.95 3.35 6.92
H 0.74 0.53 6.78
H 1.40 1.15 8.26
H 2.84 1.24 5.72
H 4.23 -0.53 6.36
H 2.51 -1.14 6.58
H 3.03 -0.26 9.14
H 4.72 -0.20 8.50
H 4.02 -3.38 10.11
H 4.07 -1.66 10.62
H 5.45 -2.27 9.74
C -8.53 -0.98 0.29
O -7.36 -1.39 -0.21
C -7.51 -1.90 -1.53
C -6.24 -1.87 -2.31
N -5.27 -2.92 -1.94
C -4.13 -2.99 -2.83
C -3.23 -4.11 -2.33
O -2.44 -3.50 -1.33
C -1.60 -4.30 -0.53
H -9.06 -0.21 -0.31
H -8.34 -0.60 1.31
H -9.31 -1.80 0.40
H -8.25 -1.28 -2.05
H -7.85 -2.91 -1.40
H -5.87 -0.85 -2.16
H -6.57 -1.95 -3.32
H -5.01 -2.84 -0.93
H -3.57 -2.06 -2.91
H -4.55 -3.30 -3.82
H -2.48 -4.38 -3.04
H -3.79 -4.98 -1.97
H -2.11 -5.00 0.19
H -1.06 -3.62 0.07
H -0.94 -4.96 -1.10
C 1.69 -0.26 0.51
O 2.93 -0.27 -0.21
C 2.74 0.17 -1.49
C 4.07 -0.23 -2.31
N 4.10 -1.67 -2.44
C 5.15 -2.23 -3.30
C 4.45 -2.49 -4.72
O 5.31 -3.06 -5.66
C 5.87 -2.10 -6.51
H 1.83 -0.76 1.51
H 1.02 -0.89 0.00
H 1.32 0.75 0.67
H 2.49 1.21 -1.50
H 1.92 -0.41 -1.96
H 4.88 0.27 -1.76
H 4.11 0.22 -3.32
H 4.17 -2.08 -1.52
H 5.59 -3.14 -2.86
H 6.00 -1.50 -3.45
H 3.91 -1.63 -5.06
H 3.75 -3.29 -4.53
H 6.54 -1.41 -5.93
H 5.03 -1.44 -6.86
H 6.42 -2.59 -7.31
C 1.09 -3.80 -3.02
O 0.72 -3.37 -4.29
C 0.61 -1.97 -4.50
C 0.49 -1.73 -5.98
N -0.74 -2.47 -6.44
C -0.44 -3.92 -6.72
C 0.51 -4.28 -7.85
O 0.25 -3.55 -9.07
C -0.67 -4.27 -9.93
H 1.32 -4.82 -3.01
H 0.27 -3.61 -2.32
H 1.96 -3.13 -2.64
H 1.54 -1.46 -4.26
H -0.28 -1.50 -3.91
H 1.35 -2.11 -6.56
H 0.40 -0.65 -6.11
H -1.01 -2.09 -7.36
H -1.47 -4.36 -6.92
H -0.05 -4.31 -5.79
H 0.51 -5.42 -7.99
H 1.61 -4.02 -7.70
H -1.50 -4.64 -9.33
H -0.10 -5.08 -10.48
H -1.10 -3.52 -10.62
C 3.73 5.90 3.27
O 2.49 6.55 3.25
C 2.01 6.87 1.95
C 1.33 5.73 1.26
N -0.05 5.57 1.79
C -0.89 4.69 1.08
C -2.22 4.50 1.71
O -2.01 3.91 2.97
C -3.09 3.20 3.63
H 3.78 5.00 2.62
H 3.84 5.53 4.29
H 4.54 6.61 3.08
H 2.77 7.40 1.31
H 1.23 7.60 2.11
H 1.82 4.79 1.34
H 1.22 5.86 0.21
H -0.08 5.36 2.77
H -0.49 3.70 0.83
H -1.18 5.09 0.10
H -2.79 3.76 1.04
H -2.74 5.44 1.88
H -3.70 3.93 4.15
H -2.57 2.62 4.38
H -3.78 2.68 2.95
C -4.83 2.22 -2.53
C -4.51 2.52 -1.08
O -5.25 1.69 -0.14
H -4.49 1.20 -2.69
H -4.35 2.91 -3.22
H -5.88 2.35 -2.73
H -4.84 3.55 -0.83
H -3.42 2.48 -0.92
H -4.89 0.82 -0.28
C -1.58 -0.84 5.07
C -0.40 -0.89 3.99
O 0.21 0.38 3.53
H -1.36 -0.38 6.08
H -1.67 -1.86 5.43
H -2.54 -0.46 4.71
H -0.74 -1.34 3.04
H 0.38 -1.49 4.44
H 0.13 1.03 4.23
C 5.46 1.53 2.87
C 4.30 0.55 3.04
O 3.16 1.32 3.52
H 5.04 2.42 2.37
H 6.29 1.15 2.27
H 5.78 1.85 3.89
H 4.52 -0.26 3.81
H 4.12 0.00 2.13
H 2.30 0.95 3.28
C -0.97 2.04 -3.87
C -1.68 0.86 -3.21
O -0.77 0.20 -2.29
H -0.04 1.69 -4.32
H -0.79 2.64 -2.98
H -1.62 2.54 -4.61
H -2.16 0.07 -3.85
H -2.43 1.26 -2.62
H -1.28 -0.39 -1.74
C -2.03 0.81 0.99
C -2.26 -0.63 0.65
O -2.92 -0.71 -0.58
H -1.36 1.29 0.24
H -1.42 0.85 1.93
H -3.01 1.27 1.04
H -2.95 -1.04 1.41
H -1.25 -1.09 0.66
H -3.08 -1.63 -0.71
*
```

The value obtained for the LUMO energy is 0.5 eV. Its SMILES is COCCNCCOC.COCCNCCOC.COCCNCCOC.COCCNCCOC.COCCNCCOC.CCO.CCO.CCO.CCO.CCO. The value obtained for the HOMO-LUMO gap is 9.06 eV. Its calculated total energy is -81335.318 eV. Its energy relative to the best compared isomer or geometry (same formula, charge and spin) is 1.841 eV.

No. 9
This record from OMol25 describes a single HI2NO3S molecule at a distorted geometry. The level of theory is wB97M-V/def2-TZVPD.

```
! wB97M-V def2-TZVPD RIJCOSX def2/J DEFGRID3
* xyz 0 3
N 0.75 -0.39 0.70
O 0.54 0.19 -1.76
O -0.55 1.62 -0.08
O -1.48 -0.74 -0.58
S -0.11 0.36 -0.52
I 2.40 0.74 0.84
I -2.56 -0.46 0.99
H 1.01 -1.32 0.40
*
```

The value obtained for the LUMO energy (spin up / spin down) is -0.7 / -3.3 eV. The value obtained for the HOMO-LUMO gap (spin up / spin down) is 6.68 / 6.61 eV. Its calculated total energy is -34680.035 eV. Its energy relative to the best compared isomer or geometry (same formula, charge and spin) is 0.000 eV.

No. 10
This record from OMol25 describes 3 unconnected molecules or ions with the total composition C13H28NO12P3 at a distorted geometry. The level of theory is wB97M-V/def2-TZVPD.

```
! wB97M-V def2-TZVPD RIJCOSX def2/J DEFGRID3
* xyz 0 1
C 1.60 1.13 -2.27
C 0.51 1.31 -1.81
P -0.97 2.02 -1.06
C -1.17 3.71 -1.80
C 0.14 4.51 -1.96
C 0.22 5.39 -3.23
O -0.55 4.91 -4.33
C -0.07 3.79 -4.94
C 1.42 3.44 -4.99
O -0.85 3.08 -5.48
O -0.57 2.29 0.61
N 0.24 1.22 1.02
O 1.01 1.56 1.82
H 2.62 1.08 -2.60
H -1.72 3.55 -2.74
H -1.83 4.29 -1.15
H 0.19 5.21 -1.11
H 1.05 3.91 -1.89
H -0.18 6.37 -2.98
H 1.27 5.57 -3.50
H 1.48 2.41 -5.34
H 1.86 3.43 -3.99
H 1.98 4.07 -5.68
C 3.28 -3.89 6.72
O 3.93 -2.81 6.07
P 3.03 -1.42 5.83
O 2.19 -1.42 7.07
O 2.25 -2.09 4.55
C 3.01 -2.71 3.51
O 2.72 0.15 5.35
C 1.66 0.42 4.44
H 3.87 -4.79 6.51
H 3.26 -3.73 7.80
H 2.27 -4.03 6.34
H 2.95 -3.80 3.62
H 4.05 -2.41 3.53
H 2.58 -2.43 2.55
H 0.74 -0.07 4.76
H 1.93 0.12 3.43
H 1.50 1.50 4.44
C -3.52 -3.54 -4.00
O -3.62 -2.30 -3.31
P -2.49 -2.03 -2.10
O -1.29 -2.71 -2.67
O -3.31 -3.00 -1.06
C -4.72 -2.81 -0.87
O -1.72 -1.19 -0.88
C -1.60 -1.75 0.41
H -4.48 -3.69 -4.51
H -2.74 -3.50 -4.75
H -3.35 -4.37 -3.31
H -5.26 -3.58 -1.42
H -5.05 -1.83 -1.23
H -4.94 -2.89 0.19
H -1.22 -2.77 0.36
H -2.55 -1.71 0.94
H -0.88 -1.13 0.96
*
```

The value obtained for the LUMO energy is -1.3 eV. Its SMILES is C#CP(CCCOC(C)=O)ON=O.COP(=O)(OC)OC.COP(=O)(OC)OC. The value obtained for the HOMO-LUMO gap is 7.45 eV. Its calculated total energy is -67854.115 eV.